{"formula": "C26H52F8N6O16PS", "method": "ωB97M-V with the def2-TZVPD basis set", "symbols": ["P", "F", "F", "F", "F", "F", "F", "C", "C", "O", "N", "C", "H", "H", "H", "H", "H", "H", "H", "C", "C", "O", "N", "C", "H", "H", "H", "H", "H", "H", "H", "C", "C", "O", "N", "C", "H", "H", "H", "H", "H", "H", "H", "C", "C", "O", "N", "C", "H", "H", "H", "H", "H", "H", "H", "C", "C", "O", "N", "C", "H", "H", "H", "H", "H", "H", "H", "C", "C", "O", "N", "C", "H", "H", "H", "H", "H", "H", "H", "C", "C", "O", "C", "O", "O", "F", "H", "H", "H", "C", "C", "O", "C", "O", "O", "F", "H", "H", "H", "C", "C", "O", "S", "O", "O", "O", "H", "H", "H", "H"], "coordinates": [[0.33356, 0.33424, 0.83236], [1.80642, 0.72273, 1.51557], [-0.14861, 1.79555, 1.38205], [0.82455, 1.08445, -0.55395], [-1.16858, 0.04734, 0.19654], [0.87610, -1.07819, 0.27349], [-0.03284, -0.43613, 2.21518], [3.61307, 6.68719, -1.93652], [4.06114, 7.28220, -0.65700], [4.66102, 8.36719, -0.65120], [4.01442, 6.58170, 0.43482], [4.56109, 6.89732, 1.71848], [2.76477, 7.24486, -2.33337], [3.23902, 5.67279, -1.79803], [4.46090, 6.59186, -2.61489], [3.45631, 5.74564, 0.33674], [5.04238, 6.11656, 2.30744], [3.75131, 7.25156, 2.35634], [5.24423, 7.73923, 1.60625], [-4.74833, 1.70429, -7.47177], [-5.47606, 0.36042, -7.32839], [-5.96978, -0.22014, -8.34293], [-5.70429, -0.21659, -6.13502], [-5.45172, 0.23935, -4.74906], [-5.36520, 2.58284, -7.28277], [-4.10107, 1.93954, -8.31664], [-4.00294, 1.52777, -6.69631], [-6.20090, -1.09555, -6.16515], [-4.93461, -0.49347, -4.12965], [-6.36778, 0.61044, -4.28946], [-4.75188, 1.07277, -4.81019], [8.12487, -0.82498, 4.15874], [8.99688, -2.05983, 4.04272], [9.84035, -2.21436, 4.85772], [8.97105, -2.81174, 2.95473], [9.73371, -3.95451, 2.68175], [8.38068, 0.11502, 3.66980], [8.00107, -0.44655, 5.17341], [7.15570, -1.21827, 3.85195], [8.14928, -2.67462, 2.38379], [10.80926, -3.81272, 2.57603], [9.31299, -4.32999, 1.74895], [9.60438, -4.72626, 3.44055], [-3.01583, -5.73023, -7.64091], [-1.62707, -5.47253, -7.06945], [-0.63569, -6.19875, -7.31987], [-1.53314, -4.34994, -6.35428], [-0.34681, -3.83270, -5.71325], [-3.11837, -6.81442, -7.59495], [-3.07941, -5.28075, -8.63189], [-3.71538, -5.20770, -6.98846], [-2.31966, -3.72937, -6.22627], [0.21685, -4.59843, -5.18029], [-0.59632, -3.01263, -5.03994], [0.21994, -3.33493, -6.50008], [-4.88865, 5.02548, 0.10712], [-4.80443, 5.89399, -1.12237], [-5.49191, 5.66712, -2.04537], [-3.94371, 6.88022, -1.07460], [-3.57096, 7.88473, -1.99587], [-4.20375, 4.17815, 0.07502], [-5.86296, 4.57538, 0.29748], [-4.66690, 5.60983, 1.00013], [-3.37336, 6.80792, -0.24419], [-4.14734, 7.89194, -2.92098], [-2.57325, 7.75639, -2.41565], [-3.66169, 8.86658, -1.53128], [-8.96740, -4.29421, 3.24016], [-7.92420, -3.37345, 2.57788], [-8.21887, -2.84140, 1.53234], [-6.75777, -3.13779, 3.23920], [-6.18580, -3.97720, 4.30931], [-8.91924, -5.25599, 2.72951], [-9.93136, -3.78877, 3.29867], [-8.60108, -4.57535, 4.22751], [-6.11082, -2.42997, 2.92209], [-5.10269, -3.86180, 4.26840], [-6.45234, -5.00924, 4.08140], [-6.59108, -3.74793, 5.29484], [5.98065, 0.16658, -3.94883], [6.02672, -0.46561, -2.58944], [6.78642, 0.46690, -1.85721], [6.69525, 1.69756, -2.38345], [7.05489, 2.69575, -1.88638], [6.13315, 1.54627, -3.64672], [6.60700, -1.69041, -2.75764], [5.02829, -0.13245, -4.38664], [6.83511, 0.02091, -4.60972], [4.97301, -0.42736, -2.31317], [-2.45242, 2.72333, 8.43088], [-3.20333, 1.97804, 7.36240], [-4.16840, 2.91910, 7.00477], [-4.41106, 3.74977, 8.07358], [-5.17562, 4.75691, 8.07901], [-3.51894, 3.35271, 9.10594], [-3.87158, 0.89458, 7.76205], [-1.80637, 3.53021, 8.08496], [-1.75498, 2.05164, 8.93137], [-2.58257, 1.70839, 6.50797], [3.40241, -5.13657, 2.58937], [2.19651, -5.88909, 3.02723], [2.58359, -7.23304, 3.19696], [4.17272, -7.52956, 2.80439], [4.36580, -7.79955, 1.36396], [4.78562, -8.32421, 3.84751], [4.41769, -5.93215, 3.13204], [3.30705, -4.18453, 3.11151], [3.56790, -5.06229, 1.51457], [1.32480, -5.73731, 2.39068], [1.83715, -5.59729, 4.01406]], "forces_ev_per_a": [[0.80, 1.20, 0.05], [-0.38, -0.78, -0.64], [-0.69, -0.70, 0.06], [-0.41, -0.68, 0.42], [1.18, 0.21, 0.57], [0.15, 0.18, -0.29], [-0.60, 0.54, -0.16], [-1.04, -1.10, -0.14], [2.76, 3.16, -1.09], [-0.61, -0.01, -0.39], [-1.19, -3.49, 1.38], [-0.33, 1.44, 0.80], [0.38, 0.24, -0.32], [-0.04, -0.15, 0.08], [-0.17, 0.48, -0.04], [0.21, -0.15, 0.45], [0.05, -0.47, -0.80], [-0.07, 0.17, 0.19], [0.03, -0.16, -0.11], [0.89, -0.97, 1.61], [-2.21, -0.75, -4.18], [1.40, 1.18, 1.94], [0.46, -0.18, 2.05], [0.62, 0.91, -1.12], [-0.07, -0.28, 0.35], [-0.76, -0.85, -0.63], [0.20, 1.13, 0.52], [-0.04, 0.20, -0.59], [-0.38, -0.30, -0.18], [0.05, -0.21, 0.12], [-0.15, 0.13, 0.14], [-1.66, -0.45, 0.01], [0.63, 2.77, -0.11], [2.58, -1.14, 2.93], [-2.58, 1.07, -1.63], [0.38, -1.62, -0.22], [0.33, -0.62, -0.93], [0.28, -0.85, 0.31], [-0.56, 0.86, -0.26], [0.25, -0.06, -0.15], [-0.06, 0.44, -0.04], [0.42, -0.30, -0.03], [-0.03, -0.09, 0.12], [0.85, 0.21, 0.89], [1.73, -1.19, -1.39], [-1.89, 1.21, 0.69], [-0.51, 1.09, 1.33], [0.43, 0.45, -0.63], [-0.46, 0.19, -0.43], [-0.01, -0.43, -0.09], [-0.38, -0.34, -0.15], [-0.20, -0.61, -0.31], [0.01, 0.08, -0.27], [-0.33, -0.33, 0.22], [0.75, -0.33, 0.14], [0.26, -0.14, 1.22], [-0.23, -1.41, 1.86], [-2.68, -0.68, -3.81], [2.31, 0.86, 2.16], [0.05, 0.72, -1.52], [0.26, 0.15, -0.18], [-0.15, 0.32, -0.59], [0.22, -0.06, 0.15], [0.12, 0.46, -0.13], [-0.67, -0.24, 0.40], [0.39, -0.07, 0.52], [0.12, 0.06, -0.10], [1.89, -0.22, 0.63], [-0.90, -0.01, 0.28], [0.23, 0.48, -0.48], [0.71, -0.26, 0.93], [-0.78, -0.05, -0.83], [-0.70, 0.18, -0.47], [0.14, -0.35, -0.31], [-0.44, 0.28, 0.35], [-0.52, -0.04, -0.58], [-0.14, -0.08, 0.23], [0.34, -0.12, 0.18], [0.19, 0.20, 0.07], [0.63, 0.72, -0.64], [0.29, 0.97, -2.17], [0.34, -1.43, 1.65], [-0.78, -1.15, -2.04], [0.14, 0.61, 0.17], [-0.56, 1.47, 0.86], [-0.27, 0.35, 1.33], [0.09, 0.71, -0.47], [-0.14, -1.13, 0.04], [0.22, -1.10, 1.32], [0.65, -0.55, -0.23], [0.99, 1.08, -1.31], [-1.13, 1.43, 0.18], [-1.25, 3.31, 0.34], [3.52, -5.23, 0.22], [-1.68, 1.13, -0.25], [-0.08, -1.13, 0.90], [-0.01, -0.17, -0.80], [-0.79, -0.01, 1.09], [-0.21, 0.13, -0.17], [-0.36, 0.22, -0.05], [-1.70, 0.02, 0.35], [0.69, -2.78, -1.03], [-1.13, 1.91, -0.40], [-0.53, 0.46, 3.51], [-0.98, 1.15, -1.92], [2.95, -1.14, 0.19], [0.88, 0.18, -0.39], [-0.37, 0.28, 0.01], [0.18, -0.53, -0.46], [0.35, 0.30, 0.15]], "mulliken_charge": [1.20, -0.38, -0.37, -0.37, -0.36, -0.36, -0.36, -0.93, 0.75, -0.69, -0.19, -0.86, 0.27, 0.30, 0.25, 0.20, 0.29, 0.29, 0.33, -0.95, 0.70, -0.68, -0.18, -0.76, 0.24, 0.31, 0.28, 0.23, 0.29, 0.27, 0.27, -1.02, 0.69, -0.61, -0.17, -0.85, 0.27, 0.29, 0.29, 0.24, 0.26, 0.33, 0.29, -0.90, 0.69, -0.66, -0.17, -0.88, 0.28, 0.24, 0.29, 0.21, 0.27, 0.34, 0.29, -1.08, 0.77, -0.61, -0.20, -0.87, 0.26, 0.31, 0.32, 0.18, 0.34, 0.30, 0.28, -0.91, 0.53, -0.61, -0.15, -0.94, 0.26, 0.29, 0.32, 0.27, 0.32, 0.35, 0.28, -0.45, 0.25, -0.31, 0.67, -0.48, -0.35, -0.28, 0.28, 0.28, 0.38, -0.44, 0.27, -0.29, 0.61, -0.53, -0.32, -0.27, 0.31, 0.33, 0.34, -0.25, -0.32, -0.33, 1.10, -0.52, -0.50, -0.31, 0.28, 0.30, 0.30, 0.26], "charge": -1, "e_tot_ev": -111375.9537, "gap_ha": 0.34751, "lumo_energy_ev": 1.6}